[1]
Below is 2 unconnected molecules or ions with the total composition C3H6O2, with properties calculated with ωB97M-V with the def2-TZVPD basis set.

Computed properties:
energy relative to the best compared isomer or geometry (same formula, charge and spin) = 419.5 kJ/mol
maximum force = 0.6 eV/A
LUMO = 0.3 eV
M = 74.079 g mol⁻¹
calculated total energy = -7299.32989 eV
gap between HOMO and LUMO = 9.4474 eV

Last column: Mulliken charge in e.
Cartesian coordinates (Å):
1 O 2.3369 0.2900 1.0239  -0.467
2 O -1.9301 0.8647 -0.5577  -0.324
3 C 1.5333 0.2751 0.1224  0.069
4 C 0.5883 -0.8694 -0.1423  -0.672
5 C -1.5754 0.4329 0.6333  -0.416
6 H 1.4754 1.1343 -0.5843  0.368
7 H -2.5868 0.2398 -0.9061  0.383
8 H 0.4040 -0.9788 -1.2169  0.285
9 H 0.9703 -1.7815 0.3143  0.307
10 H -0.7959 1.1558 0.9710  0.161
11 H -0.4201 -0.7628 0.3424  0.305

[2]
Below is a single C3H6O2S molecule at a distorted geometry, with properties calculated with ωB97M-V with the def2-TZVPD basis set.

Computed properties:
energy relative to the best compared isomer or geometry (same formula, charge and spin) = 67.9 kJ/mol
maximum force = 1.5 eV/A
LUMO = 0.2 eV
M = 106.146 g mol⁻¹
calculated total energy = -18138.24378 eV
gap between HOMO and LUMO = 9.7683 eV
SMILES = C[C@H](O)C(O)=S

Last column: Mulliken charge in e.
Cartesian coordinates (Å):
1 S -0.5285 0.7795 1.4632  -0.373
2 O -0.3450 -1.7031 0.6546  -0.379
3 O -0.2518 1.1466 -1.4713  -0.485
4 C 1.6106 -0.3757 -1.2977  -1.131
5 C 0.1108 -0.1723 -1.0880  0.338
6 C -0.2755 -0.4266 0.3722  0.208
7 H -0.3865 1.6688 -0.6652  0.289
8 H -0.4118 -0.9258 -1.6770  0.239
9 H 1.8898 0.0835 -2.2425  0.331
10 H -0.6242 -1.7208 1.5983  0.357
11 H 2.1455 0.1540 -0.5114  0.267
12 H 1.9429 -1.4313 -1.2985  0.339

[3]
Below is a single C3H6O2S molecule at a distorted geometry, with properties calculated with ωB97M-V with the def2-TZVPD basis set.

Computed properties:
energy relative to the best compared isomer or geometry (same formula, charge and spin) = 153.0 kJ/mol
maximum force = 1.1 eV/A
LUMO = 0.9 eV
M = 106.146 g mol⁻¹
calculated total energy = -18137.36219 eV
gap between HOMO and LUMO = 9.7590 eV
SMILES = C1OCSCO1

Last column: Mulliken charge in e.
Cartesian coordinates (Å):
1 S -1.5108 0.0045 0.0006  -0.175
2 O 0.8754 -1.0622 0.4992  -0.383
3 O 0.8805 1.0530 -0.5056  -0.379
4 C -0.2554 1.2976 0.2870  -0.288
5 C -0.2656 -1.2995 -0.2901  -0.310
6 C 1.6681 0.0017 -0.0054  -0.224
7 H 2.2819 -0.3471 -0.8395  0.304
8 H -0.6754 2.2588 0.0040  0.291
9 H 0.0345 1.3128 1.3556  0.282
10 H -0.7016 -2.2433 0.0242  0.294
11 H 2.3038 0.3157 0.8666  0.278
12 H -0.0016 -1.2950 -1.3176  0.311

[4]
Below is a single C3H6O2S molecule at a distorted geometry, with properties calculated with ωB97M-V with the def2-TZVPD basis set.

Computed properties:
energy relative to the best compared isomer or geometry (same formula, charge and spin) = 166.7 kJ/mol
maximum force = 1.9 eV/A
LUMO = 0.9 eV
M = 106.146 g mol⁻¹
calculated total energy = -18137.21967 eV
gap between HOMO and LUMO = 9.6913 eV
SMILES = C1OCSCO1

Last column: Mulliken charge in e.
Cartesian coordinates (Å):
1 S -0.9340 -1.4429 -0.7798  -0.170
2 O 1.2348 -0.0424 -0.0159  -0.357
3 O -0.8810 0.9072 0.4537  -0.345
4 C 0.6710 -0.6491 -1.1357  -0.277
5 C 0.4985 1.0859 0.4416  -0.244
6 C -1.2170 -0.4182 0.7577  -0.284
7 H -0.5880 -0.8374 1.5850  0.293
8 H 0.9062 1.3288 1.4626  0.263
9 H 1.3830 -1.4417 -1.4622  0.283
10 H 0.5669 0.0642 -1.9822  0.279
11 H -2.3042 -0.4998 0.9637  0.266
12 H 0.6638 1.9454 -0.2886  0.293

[5]
Below is a single C3H6O2S molecule at a distorted geometry, with properties calculated with ωB97M-V with the def2-TZVPD basis set.

Computed properties:
energy relative to the best compared isomer or geometry (same formula, charge and spin) = 236.2 kJ/mol
maximum force = 2.4 eV/A
LUMO = 0.1 eV
M = 106.146 g mol⁻¹
calculated total energy = -18136.49964 eV
gap between HOMO and LUMO = 9.7788 eV
SMILES = O=C[C@@H](S)CO

Last column: Mulliken charge in e.
Cartesian coordinates (Å):
1 S -1.9841 0.2395 0.3284  -0.260
2 O 1.4363 -1.4240 -0.0132  -0.502
3 O 1.1633 1.1204 0.8581  -0.525
4 C 0.4821 1.0605 -0.3611  -0.564
5 C 0.2262 -1.3011 0.0331  0.163
6 C -0.4274 -0.1305 -0.5725  0.016
7 H -0.4576 -1.7235 0.8437  0.150
8 H 1.4937 0.2371 1.1033  0.316
9 H -0.6659 -0.2048 -1.5844  0.357
10 H 1.4125 0.9895 -0.9494  0.309
11 H -2.5770 -0.8206 0.8831  0.122
12 H -0.1020 1.9575 -0.5693  0.420

[6]
Below is a single C3H6O2S molecule at a distorted geometry, with properties calculated with ωB97M-V with the def2-TZVPD basis set.

Computed properties:
energy relative to the best compared isomer or geometry (same formula, charge and spin) = 247.2 kJ/mol
maximum force = 4.9 eV/A
LUMO = 0.4 eV
M = 106.146 g mol⁻¹
calculated total energy = -18136.38496 eV
gap between HOMO and LUMO = 9.6900 eV
SMILES = O=CCCSO

Last column: Mulliken charge in e.
Cartesian coordinates (Å):
1 S 1.7640 0.6027 0.6014  0.067
2 O 2.0276 0.2398 -1.0047  -0.463
3 O -2.1825 1.6833 -0.1160  -0.525
4 C -1.0855 1.1274 -0.3301  -0.075
5 C -0.9604 -0.2674 0.1841  -0.443
6 C 0.4478 -0.7193 0.7366  -0.565
7 H 2.4866 -0.5411 -1.1491  0.317
8 H -0.4645 1.5269 -1.0572  0.478
9 H -1.8017 -0.2902 0.8267  0.341
10 H 0.3663 -0.8639 1.7914  0.365
11 H -1.4400 -0.8322 -0.6961  0.255
12 H 0.8423 -1.6662 0.2131  0.247

[7]
Below is a single C3H6O2S molecule at a distorted geometry, with properties calculated with ωB97M-V with the def2-TZVPD basis set.

Computed properties:
energy relative to the best compared isomer or geometry (same formula, charge and spin) = 360.9 kJ/mol
maximum force = 5.7 eV/A
LUMO = 0.9 eV
M = 106.146 g mol⁻¹
calculated total energy = -18135.20651 eV
gap between HOMO and LUMO = 9.5884 eV
SMILES = C1OCSCO1

Last column: Mulliken charge in e.
Cartesian coordinates (Å):
1 S 1.8463 -0.3190 -0.1059  -0.163
2 O -0.4821 -1.0156 -0.7091  -0.354
3 O -0.2277 0.8799 0.5744  -0.388
4 C 0.9056 1.2835 -0.3186  -0.266
5 C 0.4168 -1.2647 0.3525  -0.293
6 C -1.2490 0.0932 -0.1318  -0.168
7 H 1.2946 2.2167 0.3005  0.233
8 H 0.7335 -2.5070 0.3095  0.250
9 H 0.7554 1.6760 -1.3185  0.305
10 H -0.0807 -1.3354 1.3542  0.334
11 H -1.9210 0.5956 -0.9224  0.253
12 H -1.9917 -0.3033 0.6151  0.257

[8]
Below is a single C3H6O2S molecule, with properties calculated with ωB97M-V with the def2-TZVPD basis set.

Computed properties:
energy relative to the best compared isomer or geometry (same formula, charge and spin) = 18.1 kJ/mol
maximum force = 0.6 eV/A
LUMO = 0.6 eV
M = 106.146 g mol⁻¹
calculated total energy = -18138.75962 eV
gap between HOMO and LUMO = 9.9562 eV
SMILES = O=C(O)CCS

Last column: Mulliken charge in e.
Cartesian coordinates (Å):
1 S -2.1155 1.3698 -0.2669  -0.210
2 O 2.5630 -0.8223 -0.3972  -0.454
3 O 1.1052 -1.4933 1.1909  -0.511
4 C 1.3507 -0.8188 0.2353  0.451
5 C -1.0344 -0.0651 -0.0378  -0.699
6 C 0.4237 0.2182 -0.3594  -0.310
7 H 3.2348 -0.9297 0.2890  0.340
8 H 0.7811 1.1353 0.1223  0.262
9 H 0.6026 0.3184 -1.4302  0.350
10 H -1.3411 -0.9418 -0.5943  0.358
11 H -2.2148 1.3215 -1.6017  0.113
12 H -1.1457 -0.2892 1.0238  0.311

[9]
Below is a molecular structure, C3H6O2S at a distorted geometry, with properties calculated with ωB97M-V with the def2-TZVPD basis set.

Computed properties:
energy relative to the best compared isomer or geometry (same formula, charge and spin) = 500.5 kJ/mol
maximum force = 4.9 eV/A
LUMO (alpha / beta) = -0.1 / -0.5 eV
M = 106.146 g mol⁻¹
calculated total energy = -18133.76016 eV
gap between HOMO and LUMO (alpha / beta) = 8.1680 / 6.4831 eV

Last column: Mulliken charge in e.
Cartesian coordinates (Å):
1 S -2.4257 0.5264 0.2219  0.239
2 O -0.4041 -1.8335 -0.0268  -0.382
3 O -3.4656 -0.4322 0.6501  -0.411
4 C 0.6253 0.2771 0.6366  -0.461
5 C 0.9250 0.8480 -0.8016  -0.857
6 C -0.4978 -0.6883 0.5106  -0.009
7 H 1.8173 1.3126 -0.6025  0.330
8 H 0.8958 -0.0732 -1.4354  0.266
9 H 0.4366 1.0825 1.4505  0.292
10 H 0.1407 1.4404 -1.1439  0.323
11 H 0.4674 -2.1374 -0.4274  0.327
12 H 1.4852 -0.3224 0.9681  0.344

[10]
Below is a single C3H6O3 molecule at a distorted geometry, with properties calculated with ωB97M-V with the def2-TZVPD basis set.

Computed properties:
energy relative to the best compared isomer or geometry (same formula, charge and spin) = 231.0 kJ/mol
maximum force = 1.2 eV/A
LUMO = 0.9 eV
M = 90.078 g mol⁻¹
calculated total energy = -9348.92287 eV
gap between HOMO and LUMO = 10.6304 eV
SMILES = CO[C@H]1O[C@@H]1O

Last column: Mulliken charge in e.
Cartesian coordinates (Å):
1 O -1.0705 -0.1110 0.7995  -0.469
2 O -0.4968 2.1489 1.1683  -0.495
3 O -0.0926 -0.4623 -1.3674  -0.360
4 C -0.7184 0.3576 -0.4689  0.035
5 C 0.7960 -1.4319 -0.8432  -0.738
6 C -0.1088 0.9104 0.7474  0.121
7 H -1.4749 0.9405 -0.9806  0.373
8 H -0.7883 2.0994 2.0869  0.336
9 H 0.9471 -2.1546 -1.6459  0.256
10 H 1.7594 -0.9846 -0.5651  0.276
11 H 0.8949 0.6197 1.0421  0.340
12 H 0.3529 -1.9322 0.0268  0.326